Entry from the Open Molecules 2025 dataset: a 7-piece molecular cluster, C47H87Cl2F2N2O8S overall at a distorted geometry (ωB97M-V/def2-TZVPD).

XYZ file:
```
149
Properties=species:S:1:pos:R:3:lowdin_charge:R:1
H 9.16185 5.37769 -2.30576 0.117
C -4.62298 0.77070 -2.04192 -0.491
C 6.53206 -2.74506 -1.74672 -0.168
O 1.30499 -3.43767 2.47394 -0.147
H -6.07469 1.41800 0.44339 0.108
H -0.82539 -4.58208 3.94538 0.113
H 1.11865 -5.45907 2.10611 0.111
H -11.23889 -3.07203 0.68099 0.069
H 4.68421 6.32142 -4.18585 0.114
C -1.13348 1.67687 3.96326 -0.054
C -3.84353 -1.28095 0.97998 -0.160
H -10.33901 -0.96076 1.73650 0.116
Cl -5.82247 -2.44364 2.43135 0.832
C -7.23449 -0.35392 0.38677 -0.203
H 6.92576 -4.11014 -3.37359 0.116
C -9.47066 -1.25462 1.15347 -0.216
F -2.87999 -4.35542 0.58174 -0.047
H -2.52466 -2.50621 -1.09387 0.087
H -3.81975 -2.20617 0.41401 0.102
H -8.28695 -3.00109 0.82489 0.079
H 3.24836 6.24700 -3.15699 0.111
C 5.26270 -4.70117 -2.13222 -0.217
H -0.86493 -4.42119 0.56620 0.116
H 1.05511 -6.06657 4.44712 0.116
H 7.29304 -2.05209 -2.10096 0.112
C 1.27041 -5.02199 4.23153 -0.158
H 3.33615 -7.52624 -2.07138 0.107
H 2.23022 -7.89786 -0.74480 0.115
H -0.69212 1.65973 0.55665 0.150
C 6.67208 -4.15562 -2.31253 -0.165
H 4.37131 3.32243 1.70617 0.117
C -5.96053 0.40023 0.81168 -0.122
H -5.86669 -0.11247 3.82077 0.046
C -3.63422 1.04934 0.84689 -0.457
H -0.37097 -2.39853 3.07696 0.055
C -1.33217 2.20717 2.52405 -0.146
C -3.65341 0.82928 -3.18738 0.028
C 10.61873 6.45886 -3.50346 -0.169
O 4.37798 -3.58265 -2.24713 -0.158
H -7.02922 -1.38319 0.11305 0.080
H 4.63796 -1.66407 -1.53287 0.114
H -1.15236 -2.40245 1.52106 0.106
H -7.69785 0.18882 -0.42990 0.112
H -4.69282 0.38094 5.09492 0.083
H -2.94180 1.62997 -3.01908 0.089
C -10.32364 -3.62963 0.84966 -0.095
N -4.41251 -0.35458 -1.13473 0.083
C -1.31082 -1.81337 0.62182 -0.058
H 1.50143 -7.59705 -3.68968 0.116
C 5.13079 -2.36708 -2.20565 -0.204
H -5.96508 0.48607 1.89347 0.094
H 5.14626 -1.93332 -3.21124 0.117
H -0.78440 -2.69012 -1.29223 0.131
H -2.31037 2.66464 2.46846 0.080
C 0.47879 -2.91614 3.51589 -0.227
H -0.25674 2.10411 4.42915 0.080
H -8.63059 0.66457 1.67448 0.119
H -1.11618 0.59462 4.02467 0.050
H 6.57735 -2.77305 -0.65579 0.114
H 10.82942 6.54777 -4.57130 0.115
F -0.14644 0.27454 1.86156 0.051
H 3.33478 7.97141 -0.92756 0.109
H -0.68023 -6.87676 -3.00238 0.118
H 2.10439 2.86027 2.43310 0.115
H -3.98259 1.26843 1.85475 0.101
H -1.66592 -4.84395 -0.95724 0.111
O -4.62087 -2.65028 -1.53877 0.091
H 3.51212 5.24603 2.94998 0.117
H -8.99094 -2.94235 2.41958 0.101
C 1.66758 -4.79116 2.77936 -0.198
C -2.40148 -0.84936 0.87040 -0.075
Cl -2.83696 -1.90181 4.75893 0.683
C 0.06000 -4.10236 4.37108 -0.177
C 3.58852 3.92261 1.24600 -0.153
C -1.59929 -2.73452 -0.57724 -0.109
H -2.32589 2.81576 -0.28047 -0.103
H 2.24532 -5.50088 -0.58058 0.114
H -6.95656 -2.19829 -2.39829 0.101
S -3.61008 2.70796 0.08651 0.931
C 2.01231 5.67143 1.45885 -0.186
C 1.24208 -7.87103 -2.66494 -0.163
H 3.80901 4.01246 0.18056 0.100
H 2.06921 -4.69355 4.89939 0.118
H 2.73465 -4.92294 2.60203 0.119
H 10.53993 7.78289 -1.79900 0.115
O 8.31051 6.94593 -3.33415 -0.163
H 8.98346 8.65310 -4.26906 0.118
H -0.58798 2.97902 2.35662 0.102
C 9.02197 8.18669 -3.27895 -0.204
H 8.53137 8.84910 -2.56489 0.116
H 5.40897 8.39610 -3.11935 0.110
C -1.67680 -4.16929 -0.11019 -0.167
H 1.07849 -8.94650 -2.63168 0.114
C 0.03002 -7.07765 -2.19935 -0.205
H -3.18526 -0.07682 3.38154 0.054
H 11.17355 8.57577 -3.24470 0.113
H 4.99815 -5.44839 -2.88186 0.114
H 1.92341 2.61005 0.68108 0.111
C -5.03240 -0.41425 4.44318 -0.141
H 5.13184 -5.14409 -1.13797 0.118
N -2.30271 0.42409 1.07520 0.082
H 4.72096 4.85543 -1.86969 0.104
H -5.37796 -1.24954 5.03841 0.066
H 7.42527 -4.75854 -1.80875 0.114
H -3.14617 -0.11603 -3.34585 0.088
C -9.19022 -2.73258 1.37126 -0.276
C -6.32227 -1.33508 -2.55652 0.024
C 10.45174 7.84446 -2.88580 -0.168
C -5.09581 -1.52153 -1.69003 -0.370
H -10.04009 -4.15288 -0.05607 0.068
H -0.16723 -3.81938 5.39725 0.109
H -0.49712 -7.59658 -1.39099 0.119
H 4.92948 8.73805 -0.79383 0.118
H -1.98229 1.98843 4.56706 0.077
C 2.32190 -7.38151 -1.70328 -0.163
H -7.86059 -0.70296 2.43843 0.071
C -3.84091 -0.90215 3.61916 -0.675
H 11.41151 5.86755 -3.04877 0.112
C 4.29877 6.54854 -3.19364 -0.162
C 4.43581 8.01648 -2.80217 -0.162
H -6.03303 -1.33275 -3.60399 0.106
C 1.95763 -5.91178 -1.54947 -0.197
O 0.53136 -5.83477 -1.69242 -0.167
C -4.18094 -1.78860 2.39585 -0.607
C 2.19919 3.33732 1.44947 -0.217
H -9.68879 -1.10980 0.09443 0.116
O -5.50462 1.59020 -1.89829 0.075
H -6.89461 -0.44753 -2.32978 0.069
H 3.66400 8.65822 -3.22417 0.113
H 1.98905 6.13454 0.46730 0.112
H 1.05923 -2.18967 4.09492 0.127
C 4.37172 7.93957 -1.28364 -0.203
O 1.28280 4.43461 1.39884 -0.167
H -4.21678 1.06879 -4.08390 0.098
C -4.59835 -0.07452 0.29741 -0.291
H 2.41680 -5.30221 -2.33157 0.107
H 4.16550 6.02791 1.50299 0.105
C -1.08869 1.16374 1.44184 -0.294
H -10.54906 -4.39095 1.59110 0.068
H 8.96831 5.12605 -4.05161 0.116
H 1.52412 6.34123 2.16644 0.119
H 6.14781 5.80401 -2.33742 0.105
C 3.43230 5.30915 1.86179 -0.158
H -3.58106 -2.68446 2.50211 0.066
C 5.08496 5.86181 -2.08741 -0.196
C 9.23727 5.85708 -3.28820 -0.209
C -8.28224 -0.35052 1.49687 -0.224
H -0.38800 -1.27391 0.45193 0.130
O 4.94080 6.67866 -0.91805 -0.156
```

total charge = +1
LUMO = -0.120 hartree